# 1
The following is a DFT calculation (wB97M-V/def2-TZVPD) of 2 unconnected molecules or ions with the total composition C2H2N2O2S.

Results
HOMO energy   -8.947 eV
ΔE to the lowest compared entry with this formula, charge and spin   3.265 eV
Energy   -735.46727 Ha

```
! RIJCOSX wB97M-V def2-TZVPD def2/J DEFGRID3
* xyz 0 1
C -0.91 0.23 -0.05
C 1.37 0.47 -0.05
H -2.05 -1.41 0.64
H 0.32 -1.45 -0.11
N -0.71 1.52 0.03
N 0.27 -0.52 -0.11
O -2.04 -0.39 -0.18
O 0.76 1.59 -0.11
S 2.99 -0.05 -0.06
*
```

# 2
The following is a DFT calculation (wB97M-V/def2-TZVPD) of 2 unconnected molecules or ions with the total composition C2H2N2O2S.

Results
HOMO energy (spin up / spin down)   -8.986 / -11.480 eV
ΔE to the lowest compared entry with this formula, charge and spin   2.457 eV
Energy   -735.33129 Ha

```
! RIJCOSX wB97M-V def2-TZVPD def2/J DEFGRID3
* xyz 0 3
C -2.91 1.07 0.12
C -0.04 0.52 -0.18
N -3.98 1.08 -0.22
N -0.90 -0.11 0.46
O -0.63 2.38 -2.01
O -0.27 3.34 0.25
S -0.77 2.31 -0.55
H 0.80 0.30 -0.81
H -0.84 -1.09 0.49
*
```

# 3
The following is a DFT calculation (wB97M-V/def2-TZVPD) of 2 unconnected molecules or ions with the total composition C2H2N2O2S.

Results
HOMO energy (spin up / spin down)   -5.442 / -9.350 eV
ΔE to the lowest compared entry with this formula, charge and spin   3.258 eV
Energy   -735.30185 Ha

```
! RIJCOSX wB97M-V def2-TZVPD def2/J DEFGRID3
* xyz 0 3
C 0.19 -0.12 -2.57
C 0.85 0.97 1.14
N -0.61 -0.69 -1.93
N 0.47 0.18 1.94
O 1.49 1.52 0.34
O -0.58 -0.01 2.80
S -1.59 -1.50 -1.06
H 0.77 0.49 -3.19
H -1.00 -0.84 2.52
*
```

Question: What is the formula in the third record?
Answer: C2H2N2O2S

Question: What is the formula in the first record?
Answer: C2H2N2O2S